246
Properties=species:S:1:pos:R:3:lowdin_charge:R:1 method="wB97M-V/def2-TZVPD" charge=0 gap_ev=8.46 smiles=CC1(C)CCCC(C)(C)N1O.CC1(C)CCCC(C)(C)N1O.CC1(C)CCCC(C)(C)N1O.CC1(C)CCCC(C)(C)N1O.CC1(C)CCCC(C)(C)N1O.CC1(C)CCCC(C)(C)N1O.CC1(C)CCCC(C)(C)N1O.CC(C)O.CC(C)O.CC(C)O e_homo_ev=-8.06
C -2.96 1.35 5.43 -0.005
C -3.52 -0.07 5.56 -0.543
C -4.83 -0.24 4.92 -0.049
C -2.57 -1.00 4.81 -0.124
C -1.25 -1.17 5.58 -0.191
C -1.46 -1.60 6.98 -0.159
C -2.45 -0.77 7.77 -0.501
C -2.91 -1.58 8.98 -0.048
C -1.65 0.49 8.31 -0.019
N -3.66 -0.55 6.95 -0.076
O -4.59 0.23 7.71 -0.018
H -3.57 2.06 5.92 0.067
H -1.92 1.51 5.69 0.062
H -3.03 1.71 4.33 0.100
H -5.64 0.33 5.36 0.092
H -4.67 0.05 3.88 0.077
H -5.12 -1.30 4.98 0.105
H -3.04 -2.00 4.57 0.131
H -2.36 -0.51 3.87 0.075
H -0.75 -1.98 5.04 0.106
H -0.56 -0.35 5.54 0.093
H -0.59 -1.54 7.56 0.098
H -1.79 -2.69 6.91 0.150
H -3.42 -2.47 8.64 0.079
H -3.73 -1.08 9.51 0.080
H -2.11 -1.89 9.70 0.099
H -1.09 1.07 7.59 0.050
H -0.91 0.16 9.10 0.106
H -2.36 1.19 8.77 0.074
H -4.05 1.04 7.84 0.078
C -1.84 -7.75 -0.85 -0.035
C -3.00 -7.02 -0.25 -0.551
C -3.94 -6.47 -1.38 -0.007
C -3.71 -7.96 0.69 -0.152
C -4.83 -7.25 1.46 -0.169
C -4.11 -6.20 2.28 -0.130
C -3.28 -5.15 1.49 -0.476
C -4.13 -4.11 0.72 -0.018
C -2.27 -4.40 2.41 -0.012
N -2.44 -5.97 0.59 -0.103
O -1.72 -5.03 -0.19 -0.040
H -2.15 -8.70 -1.28 0.090
H -1.42 -7.12 -1.60 0.069
H -1.05 -7.89 -0.04 0.121
H -4.16 -7.26 -2.08 0.079
H -4.92 -5.94 -1.09 0.087
H -3.33 -5.72 -1.82 0.062
H -4.14 -8.73 0.07 0.119
H -2.99 -8.33 1.36 0.109
H -5.58 -6.89 0.80 0.087
H -5.32 -8.01 2.12 0.128
H -3.37 -6.82 2.83 0.125
H -4.76 -5.73 3.03 0.122
H -4.48 -3.42 1.49 0.084
H -4.91 -4.43 0.03 0.067
H -3.45 -3.54 0.13 0.053
H -1.57 -5.14 2.75 0.078
H -2.82 -3.95 3.26 0.077
H -1.73 -3.55 1.87 0.077
H -0.87 -5.44 -0.25 0.085
C 4.70 0.49 -0.26 -0.026
C 6.17 1.07 -0.43 -0.506
C 5.98 2.61 -0.19 -0.043
C 7.15 0.51 0.63 -0.140
C 7.42 -0.92 0.28 -0.174
C 8.06 -1.10 -1.13 -0.090
C 7.13 -0.46 -2.21 -0.461
C 7.89 -0.34 -3.53 -0.031
C 5.89 -1.37 -2.42 -0.030
N 6.72 0.92 -1.74 -0.053
O 5.75 1.47 -2.72 -0.047
H 4.07 1.20 0.26 0.055
H 4.30 0.44 -1.27 0.059
H 4.60 -0.51 0.16 0.062
H 5.64 2.72 0.87 0.090
H 6.92 3.15 -0.33 0.087
H 5.14 2.91 -0.82 0.059
H 8.07 1.08 0.60 0.117
H 6.59 0.67 1.58 0.135
H 8.01 -1.33 1.07 0.098
H 6.42 -1.38 0.28 0.096
H 8.18 -2.17 -1.19 0.113
H 9.02 -0.68 -1.30 0.099
H 8.27 -1.34 -3.78 0.097
H 8.61 0.39 -3.41 0.058
H 7.25 0.00 -4.32 0.074
H 5.32 -1.68 -1.57 0.053
H 6.20 -2.31 -2.94 0.103
H 5.20 -0.91 -3.10 0.057
H 6.23 2.27 -2.94 0.093
C 1.63 6.41 0.29 -0.044
C 2.72 5.46 0.78 -0.488
C 2.41 4.07 0.19 -0.027
C 4.10 5.98 0.11 -0.106
C 4.48 7.22 0.86 -0.198
C 4.72 6.94 2.32 -0.142
C 3.45 6.49 3.02 -0.577
C 3.95 5.95 4.31 -0.045
C 2.46 7.63 3.21 -0.004
N 2.91 5.41 2.21 -0.093
O 1.72 4.95 2.81 -0.046
H 1.55 6.26 -0.80 0.090
H 0.66 6.09 0.74 0.097
H 1.72 7.47 0.45 0.052
H 1.44 3.68 0.45 0.069
H 2.41 4.11 -0.93 0.082
H 3.20 3.40 0.56 0.063
H 4.84 5.12 0.22 0.117
H 4.00 6.16 -0.93 0.100
H 5.38 7.66 0.52 0.100
H 3.66 7.94 0.71 0.103
H 4.98 7.89 2.78 0.122
H 5.48 6.18 2.49 0.127
H 4.59 6.71 4.73 0.089
H 4.51 5.00 4.20 0.101
H 3.13 5.60 4.91 0.074
H 1.57 7.08 3.56 0.089
H 2.24 8.09 2.20 0.080
H 2.78 8.34 3.96 0.079
H 2.02 4.04 3.10 0.077
C 1.45 0.14 -2.02 -0.043
C 0.48 -0.70 -1.20 -0.420
C -0.67 -1.32 -2.17 0.024
C 1.35 -1.76 -0.36 -0.092
C 0.58 -2.31 0.80 -0.196
C 0.23 -1.18 1.71 -0.149
C -0.74 -0.19 1.07 -0.419
C -2.11 -0.82 0.85 -0.016
C -0.91 1.13 1.96 0.007
N -0.03 0.29 -0.20 -0.071
O -0.94 1.18 -0.86 -0.066
H 2.13 0.60 -1.33 0.060
H 1.93 -0.56 -2.70 0.063
H 0.96 0.90 -2.63 0.080
H -0.26 -1.80 -3.08 0.051
H -1.29 -2.01 -1.58 0.066
H -1.27 -0.53 -2.57 0.054
H 1.62 -2.51 -1.09 0.113
H 2.27 -1.20 -0.05 0.113
H -0.33 -2.76 0.48 0.062
H 1.17 -3.02 1.37 0.120
H 1.13 -0.65 1.99 0.092
H -0.12 -1.55 2.71 0.125
H -2.50 -0.32 0.01 0.051
H -2.82 -0.82 1.68 0.083
H -1.94 -1.85 0.56 0.046
H -1.59 1.79 1.48 0.058
H 0.03 1.69 2.10 0.077
H -1.29 0.86 2.92 0.034
H -0.41 1.96 -1.17 0.119
C -5.22 3.37 2.72 -0.020
C -5.89 2.61 1.58 -0.512
C -6.67 3.58 0.63 -0.026
C -4.72 1.97 0.81 -0.116
C -5.25 1.00 -0.29 -0.161
C -5.98 -0.16 0.39 -0.140
C -7.15 0.43 1.17 -0.458
C -8.22 0.96 0.17 -0.024
C -7.80 -0.68 2.07 -0.017
N -6.63 1.50 2.14 -0.081
O -7.71 2.00 2.92 -0.016
H -4.65 4.19 2.32 0.091
H -5.87 3.78 3.46 0.079
H -4.53 2.76 3.18 0.026
H -6.28 4.61 0.55 0.082
H -6.58 3.27 -0.41 0.053
H -7.78 3.79 0.99 0.119
H -4.14 2.72 0.25 0.133
H -4.02 1.52 1.46 0.081
H -5.76 1.56 -1.03 0.071
H -4.40 0.56 -0.86 0.101
H -5.32 -0.60 1.17 0.114
H -6.30 -1.03 -0.18 0.120
H -8.43 0.11 -0.44 0.085
H -8.05 1.91 -0.33 0.060
H -9.15 1.14 0.63 0.061
H -7.27 -0.82 3.05 0.091
H -7.80 -1.62 1.50 0.079
H -8.80 -0.35 2.30 0.064
H -8.35 2.28 2.27 0.061
C 2.46 -2.37 -4.86 -0.007
C 1.55 -2.54 -6.08 -0.487
C 0.20 -3.20 -5.64 -0.021
C 1.29 -1.24 -6.83 -0.136
C 2.48 -0.80 -7.61 -0.189
C 2.94 -1.82 -8.62 -0.130
C 3.21 -3.19 -7.98 -0.557
C 3.17 -4.22 -9.05 -0.056
C 4.59 -3.24 -7.30 -0.012
N 2.06 -3.49 -7.12 -0.088
O 2.29 -4.79 -6.54 -0.038
H 3.30 -1.76 -5.07 0.055
H 1.95 -1.90 -4.03 0.048
H 2.66 -3.36 -4.54 0.079
H -0.28 -3.46 -6.59 0.093
H 0.33 -3.99 -4.96 0.063
H -0.40 -2.52 -5.01 0.069
H 0.47 -1.56 -7.45 0.113
H 0.90 -0.55 -6.04 0.133
H 2.30 0.13 -8.15 0.112
H 3.33 -0.63 -6.94 0.096
H 3.90 -1.60 -9.15 0.135
H 2.23 -2.09 -9.47 0.136
H 3.87 -4.06 -9.83 0.084
H 2.16 -4.28 -9.42 0.090
H 3.32 -5.17 -8.67 0.059
H 5.39 -3.43 -8.05 0.096
H 4.51 -4.16 -6.67 0.092
H 4.78 -2.40 -6.69 0.047
H 1.53 -5.25 -6.92 0.105
C 4.18 2.25 -5.70 -0.036
C 3.10 2.05 -4.65 -0.533
C 2.97 3.22 -3.68 -0.038
O 1.88 1.87 -5.27 -0.043
H 3.91 1.56 -6.59 0.094
H 5.11 1.99 -5.34 0.036
H 4.09 3.29 -6.10 0.097
H 3.33 1.08 -4.22 0.117
H 2.24 2.98 -2.96 0.036
H 2.69 4.12 -4.30 0.108
H 3.89 3.50 -3.18 0.067
H 1.79 2.55 -5.92 0.084
C -4.01 2.30 -3.76 -0.053
C -4.00 1.31 -4.88 -0.542
C -4.38 -0.09 -4.38 -0.042
O -4.81 1.79 -5.89 -0.018
H -3.74 3.29 -4.06 0.077
H -3.24 2.01 -3.06 0.069
H -4.96 2.33 -3.26 0.075
H -2.97 1.21 -5.25 0.138
H -4.21 -0.76 -5.21 0.073
H -5.43 -0.21 -4.17 0.082
H -3.84 -0.30 -3.50 0.054
H -5.14 1.07 -6.43 0.094
C 2.54 0.12 4.53 -0.045
C 1.92 1.49 4.41 -0.454
C 2.06 2.28 5.73 -0.023
O 2.60 2.31 3.44 -0.073
H 3.67 0.15 4.52 0.109
H 2.18 -0.55 3.74 0.054
H 2.13 -0.31 5.46 0.080
H 0.91 1.42 4.08 0.099
H 3.11 2.36 5.95 0.082
H 1.52 1.83 6.54 0.063
H 1.70 3.29 5.61 0.072
H 2.56 1.94 2.57 0.069

11
Properties=species:S:1:pos:R:3:lowdin_charge:R:1 method="wB97M-V/def2-TZVPD" charge=0 gap_ev=8.56 e_homo_ev=-9.55
C -5.55 0.03 0.01 -0.203
C -4.20 0.11 0.06 0.029
C -1.16 -0.11 -0.39 -0.456
C 0.19 -0.20 0.30 -0.007
N -6.68 -0.25 0.08 0.173
N -3.19 0.21 0.67 0.020
N -1.99 0.16 0.82 0.046
O -1.66 -0.33 -1.42 0.146
H 0.64 -1.21 0.17 0.106
H 0.71 0.50 -0.32 0.072
H 0.00 0.16 1.31 0.074

21
Properties=species:S:1:pos:R:3:lowdin_charge:R:1 method="wB97M-V/def2-TZVPD" charge=0 gap_ev=9.42 smiles="CNC(C)(C)CC=O" e_homo_ev=-8.49
C -1.99 -0.81 -0.54 -0.103
N -1.10 -0.30 0.49 -0.075
C 0.29 -0.30 0.27 -0.524
C 0.83 -1.60 -0.28 -0.051
C 1.00 0.10 1.56 -0.046
C 0.67 1.00 -0.95 -0.055
C 0.19 2.24 -0.36 -0.302
O -0.97 2.42 0.02 -0.002
H -1.91 -0.27 -1.49 0.078
H -1.80 -1.87 -0.70 0.075
H -3.01 -0.69 -0.18 0.084
H -1.40 0.67 0.74 0.106
H 1.92 -1.58 -0.29 0.083
H 0.51 -2.43 0.35 0.092
H 0.47 -1.79 -1.29 0.077
H 0.86 -0.68 2.31 0.087
H 0.59 1.03 1.96 0.080
H 2.06 0.23 1.39 0.083
H 1.74 0.99 -1.15 0.096
H 0.08 0.68 -1.80 0.095
H 0.97 2.95 -0.06 0.121